[1]
28
Properties=species:S:1:pos:R:3:lowdin_charge:R:1 method="wB97M-V/def2-TZVPD" lumo_energy_ev="-7.33 / -7.34" energy_ev=-32799.9958 charge=+1 homo_energy_ev="-13.804 / -13.660" s_squared=0.7622 multiplicity=2 homo_lumo_gap_ev="6.478 / 6.316"
H -23.7799 -24.2539 -2.8936 0.04
H -24.1641 -19.8384 -4.2032 0.14
H -25.8408 -21.3887 -5.3998 0.08
H -26.5366 -21.7348 -3.9341 0.02
O -26.8428 -20.5528 0.2444 -0.44
H -22.9184 -24.4948 -4.3828 0.09
H -22.1675 -23.6245 -3.0632 0.07
H -22.8356 -20.0289 -0.2814 0.10
H -24.4595 -22.7762 -4.7968 0.10
O -27.0108 -20.5044 2.6550 -0.09
C -23.6125 -22.4455 -4.1956 -0.22
H -25.3345 -19.7975 -2.8749 0.12
S -27.6162 -20.9886 1.4126 0.20
H -26.6704 -20.0809 -4.6199 0.09
H -23.7993 -19.2944 -1.5201 0.08
H -22.2762 -20.5929 -2.8302 0.14
H -22.9117 -21.9280 -4.8506 0.14
O -28.9923 -20.5110 1.3687 -0.12
Sn -26.2814 -22.9376 -1.2634 1.66
C -23.5781 -20.2515 -1.0478 -0.07
C -24.8123 -20.4495 -3.5751 -0.26
O -27.5346 -22.4159 1.3653 -0.39
N -24.0820 -21.6129 -3.0703 -0.23
C -23.1075 -23.7632 -3.5973 -0.08
C -23.0141 -21.0879 -2.1988 -0.24
C -26.0043 -20.9222 -4.4284 -0.09
H -22.4233 -21.8509 -1.6921 0.11
H -24.4464 -20.6796 -0.5470 0.03


[2]
24
Properties=species:S:1:pos:R:3:lowdin_charge:R:1 method="wB97M-V/def2-TZVPD" lumo_energy_ev="0.30 / 0.29" energy_ev=-17876.9138 homo_energy_ev="-7.149 / -7.160" de_lowest_kcal_mol=107.3 homo_lumo_gap_ev="7.445 / 7.454"
C -2.4072 -0.8566 -1.6896 -0.03
H -1.8383 0.2163 2.8554 0.03
H 3.2071 0.7412 0.5940 0.03
H 2.1864 -1.6710 -0.8834 0.11
H -2.0987 -1.8823 -1.8373 -0.06
C 0.0139 2.8945 0.3091 -0.05
Si -0.4804 -0.0670 0.4944 0.84
N 1.1111 -0.8960 0.7124 -0.16
O 0.1040 1.6765 -1.6694 0.00
H -2.1401 -1.2102 1.9740 0.01
H -1.0605 3.1678 0.5340 0.10
H -1.9833 -0.1044 -2.3622 -0.05
H 3.4874 -0.9241 1.4041 0.08
H 1.8859 0.0191 -1.0256 0.07
H 0.4984 3.5585 -0.4193 0.08
C -1.3612 -0.4892 2.1522 -0.21
C -0.0717 1.5285 -0.4775 -0.52
H 0.5233 2.7695 1.2261 0.04
H 4.3180 -0.5145 -0.0322 0.07
H -0.6676 -0.8407 2.9067 0.01
C 3.4023 -0.2558 0.5228 -0.08
H 1.0219 -1.7727 1.1878 0.06
H -3.4151 -0.7818 -1.3534 -0.06
C 2.1787 -0.7405 -0.3129 -0.29


[3]
23
Properties=species:S:1:pos:R:3:lowdin_charge:R:1 method="wB97M-V/def2-TZVPD" lumo_energy_ev="-0.20 / 0.04" energy_ev=-15826.7589 homo_energy_ev="-8.523 / -6.983" de_lowest_kcal_mol=139.1 homo_lumo_gap_ev="8.326 / 7.024"
H -1.6360 -1.3426 1.6755 0.03
H -0.4440 -2.5004 -0.4078 -0.17
H -2.3934 -2.0748 3.4453 0.05
C 0.4524 2.5096 -2.1808 -0.15
H 2.9300 2.8952 -0.0256 0.07
C -2.5033 -2.8176 2.7542 -0.20
H 0.6771 0.0439 1.5366 0.03
H 3.1214 1.4981 -0.9303 0.11
H 1.1576 2.3928 -2.9664 0.05
H -0.4491 1.9612 -2.5875 0.10
C 0.8115 0.5669 -0.6327 -0.21
H 2.6799 3.2583 -1.7314 0.08
C 2.4902 2.4736 -0.9636 -0.07
N -1.9443 -2.2884 1.5237 -0.29
H -1.7356 -4.4540 -0.1240 -0.13
Si -0.9868 -3.3707 0.5042 0.62
C 0.9760 2.0668 -0.8969 -0.45
C 0.6856 -0.0583 0.4776 0.10
H -1.8910 -3.6983 3.0815 0.06
H 0.2396 3.6790 -2.2974 0.13
H 0.3541 2.5880 -0.2307 0.11
H -3.3862 -3.2888 2.5296 0.04
H 0.7944 -0.0395 -1.5531 0.11


[4]
22
Properties=species:S:1:pos:R:3:lowdin_charge:R:1 method="wB97M-V/def2-TZVPD" lumo_energy_ev=4.26 energy_ev=-8512.5084 charge=-1 homo_energy_ev=-2.468 de_lowest_kcal_mol=0.7 homo_lumo_gap_ev=6.732
H -2.1362 3.1490 0.1556 0.08
H 1.4306 -3.1701 -1.6999 0.08
C -2.0643 1.3506 1.3510 -0.15
H -3.0866 1.0069 1.1695 0.06
C -1.5723 2.2133 0.1963 -0.34
H -0.7437 -1.9682 -1.6353 0.07
H 2.0566 -2.6712 0.7287 0.06
H 3.3705 -2.3745 -0.4296 0.05
H -1.4211 0.4753 1.4548 0.05
H 0.4458 1.5515 0.2902 0.04
H -2.0597 1.9179 2.2906 0.06
H 0.2707 3.1006 -0.5400 0.05
C 1.3685 -2.1689 -1.2453 -0.30
C 2.3791 -2.0517 -0.1091 -0.15
H 2.3955 -1.0266 0.2495 0.05
H -1.7382 1.6752 -0.7393 0.09
O -0.1397 -0.6141 -0.1957 -0.32
H 0.1397 3.0319 1.2410 0.06
H -0.3649 -2.6651 -0.0614 0.08
C -0.0798 2.5084 0.3062 -0.14
H 1.6022 -1.4325 -2.0169 0.09
C -0.0527 -1.8378 -0.7611 -0.55


[5]
23
Properties=species:S:1:pos:R:3:lowdin_charge:R:1 method="wB97M-V/def2-TZVPD" lumo_energy_ev="0.81 / -1.41" energy_ev=-10557.4600 homo_energy_ev="-10.434 / -9.923" s_squared=0.7542 multiplicity=2 de_lowest_kcal_mol=14.8 homo_lumo_gap_ev="11.242 / 8.516"
C 0.5344 1.1745 -0.5575 -0.22
H -0.2812 1.9521 -0.6812 0.12
O -0.0465 -3.0934 2.4387 -0.05
H -1.7997 0.9667 2.4961 0.14
H 0.6623 -0.8420 0.1064 0.10
O -3.3067 0.9140 1.2274 0.03
H 1.4215 1.6504 -0.1622 0.11
C 0.6195 0.4898 -1.9074 -0.28
H 0.3525 1.2007 -2.6818 0.10
H -1.8453 -0.4486 -0.0799 0.12
H -0.1781 -0.2782 -1.9400 0.11
C -1.9887 1.0496 1.4137 -0.34
H -1.5399 2.0042 1.0705 0.11
C 2.0368 -0.0358 -2.2283 -0.10
H 2.1920 -0.4568 -3.2245 0.07
H 2.7552 0.8004 -2.1993 0.07
H -0.8522 -3.0699 1.9155 0.03
H 0.6065 -2.5620 1.9817 0.02
H 0.6190 0.2711 1.4745 0.11
H 2.3218 -0.7001 -1.4058 0.06
C -1.2614 -0.2064 0.8133 -0.16
C 0.2150 0.0938 0.4787 -0.23
H -1.2367 -0.8742 1.6516 0.08


[6]
25
Properties=species:S:1:pos:R:3:lowdin_charge:R:1 method="wB97M-V/def2-TZVPD" lumo_energy_ev="0.87 / -0.98" energy_ev=-21890.0764 homo_energy_ev="-5.652 / -9.956" s_squared=2.0044 multiplicity=3 de_lowest_kcal_mol=64.9 homo_lumo_gap_ev="6.521 / 8.978"
O -0.0378 -2.6501 2.4360 -0.45
H 0.4631 -3.4475 -0.9197 0.09
H -1.5404 2.5081 -2.0749 0.15
H 2.1081 -1.2877 2.1166 0.01
C 1.4261 -0.5564 2.0307 -0.22
H 1.8106 0.4162 2.2858 0.06
H 1.6183 -2.3412 -1.4731 0.05
H 0.0004 -1.1845 4.1646 -0.01
H 1.0383 -0.5182 0.9919 0.02
C -0.2237 -1.6708 -2.0938 -0.21
C -0.6937 3.5776 -0.2445 -0.05
H -1.2652 -2.1186 -2.0983 0.13
O -0.4405 -0.2352 -1.9233 -0.07
H 0.2216 2.2331 -1.6397 0.08
C -0.8384 0.0231 -0.6943 -0.20
H -1.7140 4.0157 -0.0958 0.09
C -0.7279 2.3555 -1.2620 -0.17
H 0.1219 -1.7391 -3.1429 0.12
P 0.0469 -1.2474 2.7907 0.56
H -0.4092 3.1949 0.6968 0.05
C 0.6640 -2.3911 -1.0835 -0.05
H -1.1614 -0.6237 2.3527 0.02
H 0.5494 -1.7930 -0.1663 0.03
O -1.1061 1.2554 -0.4168 -0.09
H 0.0897 4.2251 -0.5368 0.05


[7]
27
Properties=species:S:1:pos:R:3:lowdin_charge:R:1 method="wB97M-V/def2-TZVPD" lumo_energy_ev=-0.15 energy_ev=-43567.9663 homo_energy_ev=-8.798 smiles="COP(O)(=S)OC.CCC(C)=S" de_lowest_kcal_mol=0.0 homo_lumo_gap_ev=8.643
C -4.0680 0.1073 -0.4198 -0.06
H 3.6013 1.7536 1.2621 0.07
H -1.3859 3.2811 -1.3659 0.04
H 4.3606 2.9732 0.3000 0.08
C -1.7275 1.4423 -0.3698 -0.79
S -1.0164 1.8860 1.0031 0.78
H -4.4766 -0.6507 0.2890 0.09
H -2.1902 -0.3649 0.3784 0.07
O 3.0053 1.5237 -0.6807 -0.28
H 3.0486 -2.5511 0.9668 0.08
H 4.6708 -2.4790 0.5045 0.08
C 3.6921 -2.1605 0.2118 -0.08
P 2.4818 0.0807 -0.2956 0.07
H -4.4906 1.0855 -0.2202 0.07
H -2.1011 -0.2481 -1.3494 0.10
H 0.7984 0.5419 1.1686 -0.08
C 3.4586 2.3960 0.3985 -0.08
C -2.5157 0.1757 -0.4679 -0.28
H -4.3303 -0.1149 -1.4230 0.05
H 3.3391 -2.3960 -0.7662 0.03
H -0.9020 1.9439 -2.1772 0.06
O 3.7802 -0.6951 0.1110 -0.29
H 2.6545 3.1274 0.5963 0.09
C -1.6735 2.3262 -1.5996 -0.09
H -2.6597 2.1725 -2.1527 0.12
O 1.6490 0.1555 1.1125 -0.19
S 1.4949 -0.7613 -1.7039 0.33


[8]
27
Properties=species:S:1:pos:R:3:lowdin_charge:R:1 method="wB97M-V/def2-TZVPD" lumo_energy_ev=0.75 energy_ev=-34779.5508 homo_energy_ev=-9.432 de_lowest_kcal_mol=31.3 homo_lumo_gap_ev=10.181
P -0.3769 0.6781 0.0293 0.47
H 2.0544 -1.9738 -1.4627 0.09
H -1.1525 1.2033 4.6216 0.05
O -0.2317 2.1088 0.3497 -0.28
H -2.1278 1.2141 -2.6973 0.11
O -1.6051 0.3177 -0.8814 -0.23
H 3.2773 0.5489 0.1986 0.08
O -0.7245 -0.1178 1.3631 -0.44
H 0.3177 -1.6747 -1.4960 0.10
H 1.2701 -2.0614 0.0183 0.07
C 2.2206 0.5050 0.4034 -0.07
C -2.3465 1.3445 -1.5843 -0.07
H -1.4790 2.0546 2.8740 0.07
H -2.1965 2.4398 -1.2373 0.12
H 0.4630 0.5127 -2.6687 0.09
H 1.3433 1.7533 -1.7317 0.10
S -0.1542 0.0924 2.9082 0.87
H 2.2508 0.4953 -2.6613 0.10
H -2.4852 0.4936 3.4452 0.09
O -0.3094 -1.2087 3.5934 -0.47
C 1.2126 -0.1116 -0.6922 -0.59
H 1.8469 1.5471 0.5803 0.07
C 1.2422 -1.5461 -0.8971 -0.08
H -3.3079 1.0870 -1.3887 0.04
C 1.3613 0.6443 -1.9939 -0.11
C -1.5417 1.1378 3.5710 -0.21
H 2.0410 -0.0452 1.3217 0.04


[9]
22
Properties=species:S:1:pos:R:3:lowdin_charge:R:1 method="wB97M-V/def2-TZVPD" lumo_energy_ev=1.09 energy_ev=-6480.9045 homo_energy_ev=-10.950 smiles=CC(C)C.CC de_lowest_kcal_mol=17.4 homo_lumo_gap_ev=12.043
C -2.9370 -1.1172 0.5292 -0.17
H 0.9067 1.8687 0.5875 0.08
H 1.0529 0.4878 1.5817 0.08
H -3.5031 -1.1132 -0.4001 0.06
H -3.4065 0.3945 1.8621 0.06
H -2.6272 1.0586 0.3557 0.07
H 3.3867 -0.5895 -1.1451 0.06
H 3.5961 0.7019 -0.0501 0.08
C 1.4291 -0.0897 -0.4313 -0.48
C 2.9589 -0.1701 -0.2371 -0.10
H -2.0287 -1.6547 0.2283 0.05
H 1.7221 -0.0958 -2.5937 0.07
C 0.7014 0.7944 0.5935 -0.09
H 3.0822 -0.8210 0.6275 0.07
C 1.1317 0.4240 -1.8353 -0.10
H 1.1434 -1.1231 -0.2359 0.12
H -3.3348 -1.7564 1.3174 0.06
C -2.6268 0.2762 1.1009 -0.17
H -1.7332 0.2131 1.7129 0.04
H 0.0798 0.2367 -2.0778 0.07
H -0.3627 0.5951 0.4561 0.03
H 1.3691 1.4797 -1.9464 0.08


[10]
22
Properties=species:S:1:pos:R:3:lowdin_charge:R:1 method="wB97M-V/def2-TZVPD" lumo_energy_ev=1.15 energy_ev=-6480.9517 homo_energy_ev=-11.141 smiles=CCC.CCC de_lowest_kcal_mol=16.3 homo_lumo_gap_ev=12.287
H -0.9223 -1.1049 -2.7016 0.07
H 2.1446 0.8777 0.6944 0.06
C -2.0087 0.1237 -1.2917 -0.30
H -0.3852 0.5830 -2.6619 0.06
C -1.7711 1.5021 -0.6423 -0.11
H -1.7547 0.2279 -3.5354 0.07
H -0.1687 -1.5184 2.4490 0.07
H -3.0803 -0.0411 -1.3946 0.10
H -1.3517 1.4575 0.3645 0.05
C 2.6556 -0.0250 1.0318 -0.13
H 3.1765 -0.4663 0.1871 0.06
C -1.2618 -0.0715 -2.6034 -0.13
C 1.8471 -1.0083 1.8858 -0.31
H 3.4755 0.4279 1.5888 0.06
H 2.1433 -0.8070 2.9130 0.09
H -2.6505 2.1285 -0.7022 0.06
H -1.6690 -0.6013 -0.5707 0.06
H 2.1953 -2.0092 1.6464 0.10
H 0.0296 0.1976 1.9168 0.06
H 0.0488 -1.1722 0.7837 0.06
H -1.0307 2.1348 -1.1379 0.06
C 0.3385 -0.8354 1.7803 -0.12